(1)
{
  "formula": "C39H37HfN11OS5",
  "method": "the ωB97M-V functional and the def2-TZVPD basis",
  "species": ["Hf", "C", "C", "C", "C", "C", "N", "C", "C", "C", "C", "C", "C", "C", "N", "C", "C", "C", "N", "C", "C", "N", "C", "C", "C", "N", "H", "H", "H", "H", "H", "H", "H", "H", "H", "H", "H", "H", "H", "H", "H", "H", "H", "H", "N", "C", "N", "C", "C", "S", "C", "C", "S", "C", "N", "N", "H", "H", "H", "H", "H", "H", "O", "C", "C", "C", "C", "C", "S", "C", "C", "C", "C", "S", "C", "C", "C", "C", "S", "H", "H", "H", "H", "H", "H", "H", "H", "H", "N", "N", "H", "H", "H", "H"],
  "xyz": [[-0.554, 0.350, 0.732], [2.909, -2.522, -4.350], [1.889, -1.796, -3.520], [1.606, -0.452, -3.742], [0.674, 0.219, -2.971], [-0.016, -0.441, -1.965], [-1.111, 0.170, -1.263], [-2.341, -0.069, -1.924], [-2.404, -0.747, -3.151], [-3.600, -1.052, -3.772], [-4.824, -0.732, -3.194], [-6.128, -1.130, -3.824], [-4.782, -0.052, -1.990], [-3.580, 0.306, -1.385], [-3.675, 1.124, -0.224], [-4.631, 2.037, 0.009], [-4.415, 2.568, 1.264], [-3.286, 1.910, 1.729], [-2.835, 1.021, 0.827], [0.284, -1.776, -1.717], [1.231, -2.443, -2.482], [-0.391, -2.491, -0.678], [-0.609, -3.817, -0.668], [-1.054, -4.174, 0.585], [-1.083, -2.981, 1.299], [-0.698, -1.952, 0.539], [2.997, -2.079, -5.341], [2.652, -3.574, -4.465], [3.889, -2.469, -3.872], [2.120, 0.073, -4.538], [0.439, 1.258, -3.166], [-1.490, -1.047, -3.643], [-3.575, -1.569, -4.723], [-6.014, -1.281, -4.896], [-6.896, -0.373, -3.667], [-6.493, -2.066, -3.396], [-5.713, 0.198, -1.496], [-5.384, 2.259, -0.728], [-4.995, 3.323, 1.765], [-2.771, 2.061, 2.660], [1.480, -3.472, -2.259], [-0.435, -4.408, -1.551], [-1.322, -5.156, 0.930], [-1.361, -2.819, 2.324], [-3.021, -1.336, 3.144], [-2.135, -0.481, 3.698], [-1.273, 0.240, 3.005], [-0.615, 1.148, 3.837], [-0.905, 1.033, 5.146], [-2.069, -0.214, 5.398], [0.195, 2.172, 3.192], [1.005, 3.074, 3.775], [1.657, 4.142, 2.590], [0.856, 3.250, 1.341], [0.087, 2.273, 1.806], [1.030, 3.548, 0.055], [-3.251, -1.196, 2.171], [-3.752, -1.719, 3.720], [-0.537, 1.620, 5.971], [1.256, 3.176, 4.818], [1.815, 4.122, -0.211], [0.390, 3.267, -0.695], [1.356, 0.066, 0.684], [2.758, -0.146, 0.896], [3.033, -0.358, 2.378], [4.206, -0.281, 3.064], [4.100, -0.738, 4.409], [2.851, -1.168, 4.717], [1.794, -1.023, 3.376], [3.177, -1.446, 0.221], [2.660, -2.687, 0.465], [3.407, -3.728, -0.141], [4.489, -3.259, -0.822], [4.604, -1.560, -0.733], [3.498, 1.075, 0.371], [4.090, 2.078, 1.083], [4.570, 3.140, 0.271], [4.312, 2.932, -1.050], [3.503, 1.452, -1.311], [5.137, 0.038, 2.620], [4.924, -0.749, 5.107], [2.492, -1.564, 5.654], [1.800, -2.859, 1.097], [3.162, -4.778, -0.060], [5.227, -3.823, -1.371], [4.191, 2.062, 2.156], [5.115, 3.994, 0.647], [4.603, 3.545, -1.890], [-1.038, 3.367, -1.908], [-1.810, 3.606, -0.729], [-1.217, 4.048, -2.639], [-1.280, 2.446, -2.254], [-2.764, 3.882, -0.938], [-1.382, 4.379, -0.232]],
  "charge": 2,
  "total_energy_ev": -114957.322,
  "gap_ev": 7.80,
  "multiplicity": 1,
  "homo_energy_ev": -12.60,
  "largest_force_ha_per_bohr": 0.009,
  "relative_energy_kcal_mol": 10.6
}


(2)
{
  "formula": "C39H37N10O2PbSe",
  "method": "the ωB97M-V functional and the def2-TZVPD basis",
  "species": ["Pb", "C", "C", "C", "C", "C", "C", "H", "H", "H", "H", "H", "H", "O", "C", "C", "C", "C", "C", "C", "C", "C", "N", "H", "H", "H", "H", "H", "H", "H", "H", "H", "H", "H", "C", "N", "C", "N", "C", "N", "C", "C", "C", "C", "C", "C", "C", "N", "N", "C", "O", "C", "C", "C", "C", "C", "C", "N", "C", "N", "C", "N", "C", "H", "H", "H", "H", "H", "H", "H", "H", "H", "H", "H", "H", "H", "H", "H", "H", "Se", "C", "C", "C", "N", "C", "C", "H", "H", "H", "H"],
  "xyz": [[-2.762, -1.113, -0.976], [-4.786, -0.762, -4.222], [-5.622, -0.844, -3.112], [-5.615, -1.986, -2.322], [-4.781, -3.052, -2.655], [-3.973, -2.985, -3.783], [-3.967, -1.832, -4.560], [-4.784, 0.132, -4.832], [-6.278, -0.020, -2.863], [-6.261, -2.055, -1.456], [-4.794, -3.950, -2.046], [-3.346, -3.826, -4.054], [-3.332, -1.772, -5.435], [-3.476, 1.504, -1.389], [-2.603, 2.645, -1.411], [-2.314, 3.158, -0.015], [-1.861, 2.058, 0.953], [-0.599, 1.390, 0.498], [0.637, 1.998, 0.703], [1.792, 1.402, 0.232], [1.694, 0.191, -0.439], [0.441, -0.367, -0.586], [-0.691, 0.206, -0.128], [-4.270, 1.701, -0.876], [-3.022, 3.441, -2.026], [-1.692, 2.296, -1.901], [-3.207, 3.636, 0.401], [-1.550, 3.936, -0.099], [-2.647, 1.308, 1.058], [-1.702, 2.503, 1.936], [0.676, 2.937, 1.240], [2.758, 1.870, 0.379], [2.564, -0.315, -0.850], [0.327, -1.318, -1.099], [0.645, -4.723, 2.530], [-0.260, -4.249, 1.471], [-0.654, -3.007, 1.225], [-1.409, -2.994, 0.136], [-1.507, -4.317, -0.192], [-0.792, -5.106, 0.571], [1.617, -3.627, 2.866], [1.597, -3.026, 4.118], [2.436, -1.955, 4.394], [3.251, -1.441, 3.402], [3.238, -2.013, 2.133], [2.448, -3.126, 1.876], [3.948, -1.399, 1.014], [4.214, -1.913, -0.132], [4.728, -0.878, -0.903], [4.744, 0.164, -0.147], [4.255, -0.086, 1.090], [5.073, 1.550, -0.487], [5.572, 2.432, 0.469], [5.780, 3.760, 0.135], [5.458, 4.213, -1.139], [4.951, 3.336, -2.089], [4.512, 3.828, -3.443], [3.070, 3.682, -3.594], [2.088, 4.384, -3.008], [0.913, 3.882, -3.320], [1.252, 2.840, -4.128], [2.546, 2.673, -4.320], [4.772, 2.000, -1.764], [1.124, -5.607, 2.118], [0.074, -5.016, 3.409], [-0.307, -2.145, 1.777], [-2.054, -4.679, -1.050], [0.940, -3.408, 4.893], [2.439, -1.510, 5.381], [3.880, -0.582, 3.601], [2.461, -3.561, 0.882], [5.819, 2.072, 1.460], [6.192, 4.445, 0.865], [5.598, 5.259, -1.390], [4.962, 3.245, -4.242], [4.779, 4.874, -3.582], [2.271, 5.240, -2.373], [0.526, 2.190, -4.591], [4.381, 1.300, -2.494], [-4.647, -0.661, 0.929], [-4.121, -0.785, 2.760], [-3.050, -1.546, 3.204], [-2.757, -1.561, 4.559], [-3.447, -0.886, 5.475], [-4.486, -0.172, 5.036], [-4.861, -0.088, 3.703], [-2.474, -2.140, 2.509], [-1.923, -2.152, 4.930], [-5.047, 0.366, 5.792], [-5.713, 0.512, 3.410]],
  "charge": 1,
  "total_energy_ev": -130629.166,
  "gap_ev": 8.27,
  "multiplicity": 1,
  "homo_energy_ev": -10.60,
  "largest_force_ha_per_bohr": 0.014,
  "relative_energy_kcal_mol": 16.2
}